(1)
Formula: C32H33BrGeN5NaO3
Source: the Open Molecules 2025 dataset
Level of theory: ωB97M-V with the def2-TZVPD basis set

Results
**Energy above the lowest of the compared OMol25 structures with the same formula, charge and spin**: 4.4 kJ/mol
**Molar mass**: 711.152 u
**Kohn-Sham gap (spin up / spin down)**: 5.02 / 3.27 eV
**Energy**: -6551.899179 Ha
**Total charge**: -2
**HOMO level (spin up / spin down)**: -0.043 / 0.021 Ha
**Lowest unoccupied orbital energy (spin up / spin down)**: 0.1413 / 0.1409 Eh

Atoms and positions in Å:
Na  0.22  0.03  0.46
C  -3.83  2.06  0.64
C  -2.86  0.95  0.36
N  -1.92  0.61  1.15
N  -1.83  1.23  2.35
C  -0.60  1.22  2.87
O  0.48  0.90  2.32
C  -0.54  1.70  4.30
C  0.70  1.93  4.88
C  0.80  2.35  6.20
C  -0.34  2.55  6.95
C  -1.59  2.33  6.38
C  -1.69  1.91  5.06
C  -2.95  0.18  -0.91
C  -4.00  0.37  -1.81
C  -4.01  -0.36  -2.99
C  -2.99  -1.26  -3.25
C  -2.00  -1.39  -2.29
N  -1.97  -0.70  -1.16
H  -3.39  2.71  1.40
H  -4.78  1.69  1.03
H  -4.03  2.64  -0.26
H  1.58  1.76  4.26
H  1.78  2.53  6.63
H  -0.26  2.88  7.98
H  -2.49  2.48  6.97
H  -2.65  1.73  4.60
H  -4.79  1.07  -1.59
H  -4.82  -0.22  -3.71
H  -2.97  -1.84  -4.16
H  -1.17  -2.10  -2.41
C  3.31  -0.92  -0.18
O  2.41  0.17  -0.40
C  2.91  1.44  -0.22
C  4.28  1.72  -0.04
C  4.64  3.05  0.11
Br  6.50  3.44  0.38
C  3.75  4.09  0.09
C  2.36  3.82  -0.11
C  1.97  2.46  -0.27
O  0.67  2.13  -0.48
C  1.39  4.83  -0.14
N  0.05  4.64  -0.30
C  -0.52  5.88  -0.27
C  -1.86  6.26  -0.39
C  -2.17  7.63  -0.33
C  -1.19  8.60  -0.16
C  0.16  8.23  -0.04
C  0.47  6.89  -0.10
N  1.66  6.20  -0.02
H  4.08  -0.93  -0.96
H  2.69  -1.81  -0.23
H  3.78  -0.83  0.80
H  5.02  0.93  -0.01
H  4.11  5.10  0.23
H  0.14  2.96  -0.40
H  -2.63  5.51  -0.51
H  -3.21  7.93  -0.41
H  -1.47  9.64  -0.12
H  0.93  8.98  0.09
H  2.57  6.60  0.11
C  1.16  -2.74  3.00
Ge  0.08  -3.58  1.57
C  -1.78  -3.18  2.12
C  0.27  -5.53  1.97
C  0.55  -2.86  -0.15
H  0.77  -3.01  3.99
H  1.12  -1.65  2.91
H  2.21  -3.05  2.95
H  -1.98  -3.56  3.12
H  -2.51  -3.60  1.43
H  -1.91  -2.09  2.12
H  -0.07  -5.74  2.99
H  1.32  -5.84  1.89
H  -0.32  -6.14  1.28
H  0.39  -3.64  -0.91

---

(2)
Formula: C32H33CaF6N4O6P2S6
Source: the Open Molecules 2025 dataset
Level of theory: ωB97M-V with the def2-TZVPD basis set

Results
**2S+1**: 2
**Energy above the lowest of the compared OMol25 structures with the same formula, charge and spin**: 22.2 kJ/mol
**Molar mass**: 978.054 u
**Kohn-Sham gap (spin up / spin down)**: 3.97 / 5.84 eV
**Energy**: -6258.634145 Ha
**Total charge**: -2
**<S²>**: 0.777
**HOMO level (spin up / spin down)**: 0.000 / -0.069 Ha
**Lowest unoccupied orbital energy (spin up / spin down)**: 0.1457 / 0.1457 Eh

Atoms and positions in Å:
Ca  -0.80  2.43  0.90
C  -1.76  4.57  6.29
S  -2.84  3.24  5.73
C  -2.30  2.96  4.04
S  -0.98  3.84  3.38
N  -3.04  2.06  3.49
N  -2.72  1.74  2.19
C  -3.60  0.96  1.60
C  -3.47  0.57  0.26
C  -4.45  -0.27  -0.35
C  -4.34  -0.65  -1.65
C  -3.22  -0.19  -2.39
C  -2.31  0.61  -1.75
N  -2.38  1.01  -0.47
H  -2.06  4.77  7.32
H  -1.89  5.46  5.68
H  -0.72  4.27  6.25
H  -4.47  0.63  2.17
H  -5.29  -0.60  0.26
H  -5.08  -1.29  -2.10
H  -3.07  -0.45  -3.43
H  -1.46  0.97  -2.31
C  3.75  -0.67  4.04
C  3.16  0.71  4.30
O  3.32  1.57  3.17
P  2.39  1.48  1.86
S  2.11  3.28  1.13
S  0.77  0.38  2.21
O  3.42  0.64  0.92
C  3.09  0.54  -0.48
C  4.14  -0.30  -1.16
H  3.69  -1.27  4.95
H  4.79  -0.59  3.73
H  3.18  -1.17  3.26
H  3.69  1.21  5.11
H  2.11  0.64  4.55
H  3.06  1.55  -0.90
H  2.10  0.11  -0.59
H  5.13  0.15  -1.05
H  3.91  -0.39  -2.22
H  4.18  -1.31  -0.73
F  -0.55  6.99  -2.33
C  -1.28  6.59  -1.28
F  -2.35  7.39  -1.19
F  -0.55  6.76  -0.18
S  -1.82  4.85  -1.47
O  -2.50  4.55  -0.24
O  -2.54  4.82  -2.71
N  -0.42  4.11  -1.44
S  0.19  3.15  -2.52
O  0.65  1.96  -1.84
O  -0.52  3.00  -3.75
C  1.73  4.04  -3.00
F  2.52  4.29  -1.97
F  1.43  5.19  -3.61
F  2.41  3.28  -3.88
C  2.71  -4.95  1.76
C  1.53  -5.42  1.19
C  0.71  -4.55  0.48
C  1.06  -3.21  0.31
C  2.24  -2.75  0.91
C  3.06  -3.62  1.62
P  0.08  -1.97  -0.64
C  0.72  -2.27  -2.34
C  0.71  -1.17  -3.19
C  1.18  -1.28  -4.49
C  1.69  -2.48  -4.95
C  1.73  -3.58  -4.10
C  1.25  -3.48  -2.80
C  -1.53  -2.84  -0.65
C  -2.05  -3.58  -1.71
C  -3.27  -4.23  -1.59
C  -3.99  -4.15  -0.40
C  -3.49  -3.40  0.65
C  -2.28  -2.74  0.52
H  3.35  -5.63  2.32
H  1.24  -6.45  1.31
H  -0.21  -4.92  0.05
H  2.49  -1.70  0.86
H  3.96  -3.24  2.08
H  0.35  -0.22  -2.83
H  1.16  -0.41  -5.14
H  2.08  -2.56  -5.96
H  2.14  -4.52  -4.45
H  1.29  -4.34  -2.15
H  -1.50  -3.64  -2.64
H  -3.66  -4.79  -2.43
H  -4.94  -4.66  -0.31
H  -4.05  -3.30  1.57
H  -1.91  -2.12  1.34

---

(3)
Formula: C32H33N3O5W
Source: the Open Molecules 2025 dataset
Level of theory: ωB97M-V with the def2-TZVPD basis set

Results
**Molar mass**: 723.472 u
**Kohn-Sham gap (spin up / spin down)**: 6.05 / 6.06 eV
**Energy**: -1846.149589 Ha
**Total charge**: +2
**HOMO level (spin up / spin down)**: -0.495 / -0.497 Ha
**Lowest unoccupied orbital energy (spin up / spin down)**: -0.2730 / -0.2741 Eh

Atoms and positions in Å:
W  -0.07  -0.23  -0.06
O  1.90  -0.13  -0.31
C  2.73  0.78  -0.33
C  2.37  2.15  -0.18
C  3.38  3.12  -0.17
C  3.03  4.43  -0.04
C  1.71  4.84  0.05
C  0.70  3.90  0.04
C  1.03  2.56  -0.06
O  0.05  1.63  -0.08
N  4.11  5.45  -0.02
O  3.76  6.61  0.06
O  5.25  5.05  -0.05
H  3.77  0.50  -0.46
H  4.42  2.84  -0.25
H  1.49  5.90  0.14
H  -0.34  4.19  0.12
C  -4.64  1.99  0.57
C  -4.97  0.50  0.38
C  -4.36  -0.03  -0.91
C  -5.16  -0.07  -2.05
C  -4.63  -0.34  -3.30
C  -3.27  -0.49  -3.45
C  -2.43  -0.43  -2.35
C  -0.95  -0.34  -2.65
C  -0.54  1.09  -3.02
C  -2.99  -0.29  -1.07
N  -2.10  -0.40  0.05
C  -2.43  -1.01  1.17
C  -1.49  -1.00  2.22
C  -1.48  -1.52  3.51
C  -0.27  -1.14  4.08
C  0.44  -0.43  3.11
N  -0.29  -0.31  1.98
H  -5.12  2.38  1.47
H  -4.99  2.57  -0.29
H  -3.56  2.13  0.67
H  -6.05  0.37  0.32
H  -4.67  -0.04  1.27
H  -6.22  0.13  -1.94
H  -5.29  -0.39  -4.16
H  -2.84  -0.63  -4.44
H  -0.69  -0.98  -3.49
H  -0.28  -0.78  -1.87
H  -0.92  1.29  -4.02
H  0.54  1.21  -3.05
H  -0.98  1.82  -2.35
H  -3.37  -1.54  1.27
H  -2.28  -2.08  3.98
H  0.07  -1.34  5.09
H  1.42  0.02  3.19
C  0.02  -8.60  -0.69
C  0.06  -7.15  -0.33
C  -0.32  -6.17  -1.27
C  -0.26  -4.83  -0.97
C  -0.67  -3.84  -2.02
C  0.20  -4.45  0.34
C  0.35  -3.15  0.73
O  0.08  -2.11  0.02
C  0.56  -5.45  1.32
C  1.02  -5.11  2.71
C  0.49  -6.77  0.95
H  -0.47  -8.77  -1.65
H  -0.49  -9.17  0.08
H  1.04  -8.98  -0.75
H  -0.66  -6.48  -2.24
H  -1.02  -4.35  -2.91
H  0.17  -3.20  -2.30
H  -1.48  -3.19  -1.67
H  0.72  -2.92  1.73
H  2.00  -4.62  2.70
H  1.11  -6.01  3.31
H  0.31  -4.44  3.22
H  0.75  -7.54  1.67

---

(4)
Formula: C32H34AuCl5GeSb
Source: the Open Molecules 2025 dataset
Level of theory: ωB97M-V with the def2-TZVPD basis set

Results
**Energy above the lowest of the compared OMol25 structures with the same formula, charge and spin**: 0.0 kJ/mol
**Molar mass**: 987.226 u
**Kohn-Sham gap**: 6.35 eV
**Energy**: -5992.498742 Ha
**Total charge**: +3
**HOMO level**: -0.614 Ha
**Lowest unoccupied orbital energy**: -0.3812 Eh

Atoms and positions in Å:
Au  1.19  -0.59  -0.73
Cl  3.99  -1.18  0.96
C  2.54  -1.24  1.89
C  1.34  -0.87  1.28
C  0.21  -0.96  2.08
Cl  -1.36  -0.50  1.38
C  0.20  -1.38  3.41
Cl  -1.25  -1.44  4.33
C  1.42  -1.73  3.99
Cl  1.48  -2.22  5.62
C  2.60  -1.66  3.23
Cl  4.08  -2.08  3.93
C  4.30  4.06  0.51
C  4.89  4.06  -0.89
C  4.13  3.13  -1.84
C  3.84  1.76  -1.20
Ge  2.57  2.01  0.24
C  0.84  2.80  -0.15
C  0.64  4.25  0.32
C  -0.81  4.72  0.13
C  -1.24  4.79  -1.33
H  4.55  4.95  1.09
H  4.64  3.21  1.12
H  3.18  4.12  0.49
H  5.94  3.75  -0.83
H  4.88  5.07  -1.30
H  4.70  2.97  -2.75
H  3.19  3.61  -2.14
H  4.74  1.29  -0.81
H  3.39  1.08  -1.93
H  2.86  1.64  1.69
H  0.09  2.16  0.34
H  0.69  2.71  -1.23
H  1.30  4.92  -0.24
H  0.91  4.34  1.37
H  -0.91  5.70  0.59
H  -1.47  4.05  0.69
H  -0.60  5.48  -1.89
H  -2.26  5.15  -1.41
H  -1.19  3.82  -1.82
C  -6.88  -2.12  0.22
C  -6.30  -1.90  -1.02
C  -4.93  -1.92  -1.17
C  -4.15  -2.18  -0.03
C  -4.71  -2.41  1.23
C  -6.09  -2.37  1.34
Sb  -2.12  -2.36  -0.29
C  -1.03  -3.92  0.49
C  -0.24  -4.71  -0.36
C  0.42  -5.80  0.18
C  0.31  -6.08  1.54
C  -0.48  -5.29  2.37
C  -1.17  -4.21  1.85
C  -1.36  -1.34  -1.94
C  -1.96  -0.13  -2.24
C  -1.28  0.82  -3.01
C  0.02  0.58  -3.42
C  0.64  -0.66  -3.14
C  -0.05  -1.64  -2.42
H  -7.95  -2.10  0.33
H  -6.93  -1.72  -1.89
H  -4.48  -1.77  -2.14
H  -4.10  -2.61  2.10
H  -6.55  -2.54  2.31
H  -0.17  -4.52  -1.42
H  1.02  -6.43  -0.46
H  0.83  -6.93  1.95
H  -0.57  -5.53  3.42
H  -1.79  -3.61  2.50
H  -2.95  0.11  -1.87
H  -1.77  1.75  -3.27
H  0.55  1.32  -4.00
H  1.59  -0.90  -3.60
H  0.38  -2.62  -2.31

---

(5)
Formula: C32H34CdF3I2N3O4S2Se2
Source: the Open Molecules 2025 dataset
Level of theory: ωB97M-V with the def2-TZVPD basis set

Results
**Energy above the lowest of the compared OMol25 structures with the same formula, charge and spin**: 45.7 kJ/mol
**Molar mass**: 1169.909 u
**Kohn-Sham gap**: 5.28 eV
**Energy**: -8367.073151 Ha
**Total charge**: -2
**HOMO level**: -0.075 Ha
**Lowest unoccupied orbital energy**: 0.1192 Eh

Atoms and positions in Å:
Cd  1.35  -1.34  0.52
I  -1.19  0.20  7.79
C  -0.01  -0.11  6.02
C  0.88  0.92  5.64
C  1.68  0.75  4.49
I  3.10  2.23  4.02
C  1.61  -0.36  3.63
O  2.17  -0.42  2.50
C  0.75  -1.45  4.05
C  0.54  -2.66  3.20
N  -0.26  -2.31  2.00
C  -1.51  -1.66  2.26
C  -1.25  -0.15  2.28
C  -1.87  0.76  3.19
C  -1.60  2.09  3.20
C  -0.66  2.57  2.26
C  -0.11  1.62  1.46
N  -0.28  0.29  1.46
C  0.03  -1.27  5.24
H  0.95  1.88  6.20
H  1.46  -3.12  2.94
H  -0.05  -3.31  3.81
H  -0.53  -3.20  1.52
H  -2.20  -1.96  1.41
H  -1.89  -2.04  3.21
H  -2.47  0.36  3.97
H  -2.19  2.76  3.84
H  -0.47  3.66  2.14
H  0.72  1.99  0.81
H  -0.68  -2.13  5.48
O  -1.24  -4.72  -2.52
C  0.01  -4.32  -1.81
C  0.57  -5.43  -0.91
C  1.35  -6.33  -1.88
O  0.60  -6.58  -3.10
C  1.60  -4.95  0.14
Se  2.58  -3.35  -0.56
C  -0.57  -6.20  -0.22
Se  -1.96  -5.21  0.74
H  -1.92  -4.70  -1.83
H  -0.32  -3.54  -1.17
H  0.57  -3.80  -2.56
H  1.53  -7.26  -1.39
H  2.30  -5.80  -2.08
H  -0.22  -6.05  -2.99
H  2.27  -5.73  0.43
H  1.13  -4.53  0.99
H  -0.18  -6.96  0.45
H  -1.11  -6.85  -1.00
F  0.49  3.22  -3.44
C  0.85  2.02  -3.91
F  0.68  1.99  -5.25
F  2.17  2.05  -3.81
C  0.05  0.88  -3.24
C  -1.06  0.44  -3.93
C  -1.84  -0.50  -3.40
C  -1.42  -1.17  -2.25
N  -0.31  -0.84  -1.60
C  0.44  0.17  -2.10
S  1.91  0.54  -1.22
H  -1.32  0.89  -4.92
H  -2.78  -0.80  -3.87
H  -2.03  -1.99  -1.97
C  -2.82  3.65  -2.40
C  -1.72  4.48  -1.96
C  -1.29  5.68  -2.57
C  -0.12  6.36  -2.23
C  0.63  5.84  -1.18
C  0.24  4.65  -0.53
C  -0.89  4.00  -0.87
S  2.21  6.56  -0.75
C  3.34  5.35  -1.57
O  2.41  7.82  -1.49
H  -2.74  2.72  -1.89
H  -2.91  3.52  -3.49
H  -3.72  4.12  -2.02
H  -1.84  6.05  -3.37
H  0.08  7.35  -2.70
H  0.85  4.14  0.20
H  -1.14  3.06  -0.36
H  3.13  5.27  -2.64
H  3.15  4.40  -1.07
H  4.33  5.81  -1.48

---

(6)
Formula: C32H34Cl4N6
Source: the Open Molecules 2025 dataset
Level of theory: ωB97M-V with the def2-TZVPD basis set

Results
**Energy above the lowest of the compared OMol25 structures with the same formula, charge and spin**: 215.4 kJ/mol
**Molar mass**: 644.478 u
**Kohn-Sham gap**: 9.98 eV
**Energy**: -3408.938817 Ha
**SMILES**: c1ccncc1.c1ccncc1.c1ccncc1.c1ccncc1.c1ccncc1.c1ccncc1.ClCCl.ClCCl
**HOMO level**: -0.346 Ha
**Lowest unoccupied orbital energy**: 0.0206 Eh

Atoms and positions in Å:
C  -1.08  6.58  4.24
C  -0.22  5.54  4.09
C  -0.67  4.34  3.54
N  -2.00  4.20  3.21
C  -2.77  5.33  3.22
C  -2.34  6.51  3.71
H  -0.62  7.49  4.60
H  0.82  5.52  4.37
H  -0.01  3.52  3.32
H  -3.74  5.32  2.74
H  -2.72  7.48  3.44
C  5.35  -4.25  -4.43
C  5.24  -2.83  -4.15
C  4.89  -2.43  -2.88
N  4.68  -3.29  -1.88
C  4.80  -4.57  -2.16
C  4.99  -5.12  -3.40
H  5.68  -4.64  -5.38
H  5.39  -2.07  -4.90
H  4.59  -1.40  -2.79
H  4.68  -5.24  -1.32
H  4.93  -6.19  -3.53
C  -2.30  -6.50  -0.94
C  -2.58  -5.18  -1.29
C  -1.57  -4.23  -1.51
N  -0.24  -4.56  -1.52
C  0.04  -5.85  -1.16
C  -0.95  -6.78  -0.75
H  -3.00  -7.28  -0.68
H  -3.60  -4.85  -1.41
H  -1.81  -3.23  -1.84
H  1.07  -6.16  -1.08
H  -0.58  -7.77  -0.51
C  -0.76  0.44  9.00
C  -0.95  -0.46  10.09
C  -0.40  -1.75  9.93
N  0.14  -2.17  8.80
C  0.37  -1.37  7.76
C  -0.05  -0.05  7.84
H  -1.21  1.42  9.07
H  -1.53  -0.08  10.92
H  -0.50  -2.43  10.76
H  0.85  -1.72  6.85
H  0.16  0.63  7.03
C  2.32  1.19  -7.28
C  2.88  2.39  -7.62
C  3.23  3.26  -6.56
N  2.93  3.03  -5.27
C  2.28  1.89  -5.02
C  1.93  0.92  -5.93
H  2.03  0.52  -8.08
H  3.18  2.63  -8.63
H  3.77  4.18  -6.70
H  1.90  1.78  -4.01
H  1.21  0.14  -5.73
C  -5.22  2.84  -3.62
C  -4.70  2.87  -2.31
C  -3.41  3.15  -2.07
N  -2.54  3.39  -3.08
C  -3.02  3.30  -4.38
C  -4.40  3.10  -4.65
H  -6.25  2.57  -3.78
H  -5.30  2.49  -1.50
H  -2.86  3.18  -1.13
H  -2.32  3.47  -5.18
H  -4.76  3.21  -5.66
Cl  1.13  0.90  0.44
C  2.26  -0.27  1.02
Cl  2.38  -0.27  2.76
H  2.02  -1.24  0.58
H  3.27  0.07  0.78
Cl  -3.93  -1.16  1.46
C  -2.88  -0.74  2.80
Cl  -1.97  -2.25  3.11
H  -2.17  0.04  2.53
H  -3.47  -0.47  3.67

---

The lowest energy belongs to which entry?
C32H34CdF3I2N3O4S2Se2

---

What is the formula in the sixth record?
C32H34Cl4N6